one | DFT (ωB97M-V/def2-TZVPD) results for a 2-piece molecular cluster, C5H11N2O overall.

Each atom is followed by the atoms it is bonded to, with distances in Å.
Geometry (Å):
1 C -0.21 -0.60 0.10  N6 1.300, N7 1.343
2 C -2.84 -1.00 0.63  H9 1.047, H10 1.079, H18 1.031
3 C 1.84 0.33 -0.21  C4 1.544, N6 1.486, H11 1.071, H12 1.200
4 C 1.95 -1.21 -0.22  C3 1.544, N7 1.444, H13 1.003, H14 1.101
5 C -0.09 1.78 -0.40  N6 1.376, O8 1.463, H15 1.064, H16 1.147
6 N 0.39 0.55 0.01  C1 1.300, C3 1.486, C5 1.376
7 N 0.60 -1.66 -0.02  C1 1.343, C4 1.444, H17 0.970
8 O -1.50 1.88 -0.02  C5 1.463, H19 0.949
9 H -2.72 0.02 0.83  C2 1.047
10 H -3.03 -1.20 -0.42  C2 1.079
11 H 2.44 0.67 0.60  C3 1.071
12 H 2.12 0.79 -1.29  C3 1.200
13 H 2.34 -1.66 -1.03  C4 1.003
14 H 2.61 -1.50 0.61  C4 1.101
15 H -0.13 2.11 -1.41  C5 1.064
16 H 0.42 2.60 0.22  C5 1.147
17 H 0.41 -2.59 0.18  N7 0.970
18 H -2.81 -1.84 1.22  C2 1.031
19 H -1.80 2.54 0.60  O8 0.949

Values from the calculation:
2S+1: 1
Frontier orbital gap (spin up / spin down): 8.518 / 7.755 eV
Charge: +1
HOMO level (spin up / spin down): -0.50288 / -0.49854 hartree

Atomic partial charges in e from the Mulliken method, atoms 1 to 6:
1 C -0.10
2 C -0.46
3 C -0.47
4 C -0.62
5 C -0.41
6 N 0.18

=====

two | DFT (ωB97M-V/def2-TZVPD) results for a 2-piece molecular cluster, C5H11N2O overall.

Each atom is followed by the atoms it is bonded to, with distances in Å.
Geometry (Å):
1 C 1.82 0.20 -0.83  C4 1.400, O8 1.164
2 C -0.81 -0.20 1.52  C3 1.479, N6 1.417, H9 1.156, H10 1.093
3 C -0.11 -0.76 0.34  C2 1.479, N6 1.457, N7 1.495
4 C 1.82 1.56 -0.51  C1 1.400, H11 1.030, H12 1.145, H13 1.239
5 C -1.73 0.93 -0.56  N6 1.444, H14 1.141, H15 1.103, H16 1.094
6 N -1.47 -0.22 0.26  C2 1.417, C3 1.457, C5 1.444
7 N -0.15 -2.22 0.05  C3 1.495, H17 0.964, H18 1.015, H19 0.987
8 O 2.35 -0.75 -1.25  C1 1.164
9 H -1.36 -0.95 2.20  C2 1.156
10 H -0.43 0.68 2.05  C2 1.093
11 H 0.95 1.82 -0.02  C4 1.030
12 H 2.13 2.37 -1.26  C4 1.145
13 H 2.78 1.50 0.27  C4 1.239
14 H -2.73 0.93 -1.11  C5 1.141
15 H -1.75 1.76 0.17  C5 1.103
16 H -0.95 1.04 -1.32  C5 1.094
17 H -0.65 -2.60 0.78  N7 0.964
18 H 0.78 -2.63 0.08  N7 1.015
19 H -0.48 -2.44 -0.86  N7 0.987

Values from the calculation:
2S+1: 1
Frontier orbital gap (spin up / spin down): 8.849 / 8.849 eV
Charge: +1
HOMO level (spin up / spin down): -0.45844 / -0.45845 hartree

Atomic partial charges in e from the Mulliken method, atoms 1 to 6:
1 C 0.75
2 C -0.48
3 C -0.39
4 C -0.78
5 C -0.75
6 N -0.20

=====

Pick one: it beats the second-best structure by 6.3 kJ/mol.

=====

one | DFT (ωB97M-V/def2-TZVPD) results for a 9-piece molecular cluster, H18O9 overall.

Each atom is followed by the atoms it is bonded to, with distances in Å.
Geometry (Å):
1 O -26.55 9.04 -17.66  H2 0.957, H3 0.957
2 H -26.99 8.39 -17.11  O1 0.957
3 H -26.49 8.63 -18.52  O1 0.957
4 O -25.69 7.51 -14.75  H5 0.957, H6 0.957
5 H -24.90 7.77 -14.28  O4 0.957
6 H -26.01 8.32 -15.15  O4 0.957
7 O -23.63 11.31 -18.90  H8 0.957, H9 0.957
8 H -23.27 10.45 -19.14  O7 0.957
9 H -24.06 11.16 -18.06  O7 0.957
10 O -29.21 13.08 -14.65  H11 0.957, H12 0.957
11 H -30.15 13.25 -14.62  O10 0.957
12 H -29.09 12.50 -15.40  O10 0.957
13 O -23.40 13.00 -14.95  H14 0.957, H15 0.957
14 H -22.75 12.31 -14.80  O13 0.957
15 H -24.13 12.55 -15.38  O13 0.957
16 O -29.21 12.27 -17.44  H17 0.957, H18 0.957
17 H -28.66 12.89 -17.92  O16 0.957
18 H -29.55 11.67 -18.11  O16 0.957
19 O -27.10 14.84 -15.44  H20 0.957, H21 0.957
20 H -27.72 14.12 -15.32  O19 0.957
21 H -27.52 15.40 -16.09  O19 0.957
22 O -25.84 11.06 -16.18  H23 0.957, H24 0.957
23 H -26.19 10.31 -16.66  O22 0.957
24 H -26.56 11.70 -16.17  O22 0.957
25 O -22.86 9.52 -16.36  H26 0.957, H27 0.957
26 H -23.80 9.63 -16.52  O25 0.957
27 H -22.78 8.63 -16.02  O25 0.957

Values from the calculation:
2S+1: 2
<S²>: 0.75
Frontier orbital gap (spin up / spin down): 2.900 / 11.005 eV
Charge: -1
HOMO level (spin up / spin down): -0.00063 / -0.29955 hartree

Atomic partial charges in e from the Mulliken method, atoms 1 to 6:
1 O 0.14
2 H 0.09
3 H 0.03
4 O -0.83
5 H 0.35
6 H 0.33

=====

two | DFT (ωB97M-V/def2-TZVPD) results for a 9-piece molecular cluster, H18O9 overall.

Each atom is followed by the atoms it is bonded to, with distances in Å.
Geometry (Å):
1 O -1.62 1.98 -1.33  H2 0.957, H3 0.957
2 H -1.43 2.85 -1.70  O1 0.957
3 H -0.76 1.63 -1.08  O1 0.957
4 O -2.73 -0.25 0.68  H5 0.957, H6 0.957
5 H -1.92 0.08 0.27  O4 0.957
6 H -2.57 -0.17 1.62  O4 0.957
7 O 0.77 -3.31 1.11  H8 0.957, H9 0.957
8 H 1.58 -2.80 1.14  O7 0.957
9 H 0.31 -2.98 0.34  O7 0.957
10 O -2.56 -0.05 -2.67  H11 0.957, H12 0.957
11 H -3.07 0.56 -3.20  O10 0.957
12 H -2.02 0.51 -2.11  O10 0.957
13 O -2.05 -2.71 0.19  H14 0.957, H15 0.957
14 H -2.51 -1.87 0.27  O13 0.957
15 H -2.08 -3.08 1.07  O13 0.957
16 O 2.64 -1.43 0.45  H17 0.957, H18 0.957
17 H 3.37 -1.97 0.76  O16 0.957
18 H 3.00 -0.92 -0.27  O16 0.957
19 O 2.21 2.65 2.57  H20 0.957, H21 0.957
20 H 2.07 2.22 1.73  O19 0.957
21 H 2.56 3.51 2.34  O19 0.957
22 O 1.89 1.92 -0.33  H23 0.957, H24 0.957
23 H 2.06 1.68 -1.24  O22 0.957
24 H 2.39 2.73 -0.20  O22 0.957
25 O -0.12 -0.07 -0.34  H26 0.957, H27 0.957
26 H -0.08 -1.00 -0.10  O25 0.957
27 H 0.67 0.31 0.04  O25 0.957

Values from the calculation:
2S+1: 2
<S²>: 0.75
Frontier orbital gap (spin up / spin down): 3.388 / 10.849 eV
Charge: -1
HOMO level (spin up / spin down): -0.00974 / -0.28677 hartree

Atomic partial charges in e from the Mulliken method, atoms 1 to 6:
1 O -0.80
2 H 0.31
3 H 0.33
4 O -0.76
5 H 0.49
6 H 0.31

=====

Pick two: it beats the second-best structure by 16.7 kJ/mol.

=====

one | DFT (ωB97M-V/def2-TZVPD) results for a 2-piece molecular cluster, C2H3Cl2NO2 overall.

Each atom is followed by the atoms it is bonded to, with distances in Å.
Geometry (Å):
1 C 1.14 -0.57 0.49  C2 1.514, H8 1.080, H9 1.151, H10 1.108
2 C -0.24 -0.95 -0.02  C1 1.514, Cl6 1.683, Cl7 1.675
3 N -1.20 1.71 -0.50  O4 1.195, O5 1.216
4 O -0.83 2.53 0.29  N3 1.195
5 O -1.39 1.67 -1.70  N3 1.216
6 Cl -0.64 -1.19 -1.63  C2 1.683
7 Cl -1.25 -1.63 1.14  C2 1.675
8 H 1.77 -1.39 0.17  C1 1.080
9 H 1.59 0.43 0.15  C1 1.151
10 H 1.06 -0.61 1.60  C1 1.108

Values from the calculation:
2S+1: 1
Frontier orbital gap (spin up / spin down): 9.964 / 6.353 eV
Charge: 0
HOMO level (spin up / spin down): -0.37789 / -0.29084 hartree

Atomic partial charges in e from the Mulliken method, atoms 1 to 6:
1 C -0.94
2 C 0.39
3 N 0.68
4 O -0.39
5 O -0.36
6 Cl -0.12

=====

two | DFT (ωB97M-V/def2-TZVPD) results for a 2-piece molecular cluster, C2H3Cl2NO2 overall.

Each atom is followed by the atoms it is bonded to, with distances in Å.
Geometry (Å):
1 O -1.91 -0.20 -0.69  N2 1.350, H6 0.990
2 N -1.48 0.22 0.52  O1 1.350, C3 1.247
3 C -0.57 -0.44 1.05  N2 1.247, Cl4 1.777, Cl5 1.742
4 Cl -0.04 0.10 2.66  C3 1.777
5 Cl 0.23 -1.90 0.54  C3 1.742
6 H -1.54 -1.09 -0.93  O1 0.990
7 C 1.20 0.80 -0.72  O8 1.217, H9 1.182, H10 1.117
8 O 1.72 0.84 0.38  C7 1.217
9 H 1.50 -0.04 -1.49  C7 1.182
10 H 0.89 1.69 -1.32  C7 1.117

Values from the calculation:
2S+1: 1
Frontier orbital gap: 10.512 eV
Charge: 0
HOMO level: -0.37764 hartree
SMILES string: ON=C(Cl)Cl.C=O

Atomic partial charges in e from the Mulliken method, atoms 1 to 6:
1 O -0.28
2 N -0.19
3 C 0.31
4 Cl -0.11
5 Cl -0.13
6 H 0.32

=====

three | DFT (ωB97M-V/def2-TZVPD) results for a 2-piece molecular cluster, C2H3Cl2NO2 overall.

Each atom is followed by the atoms it is bonded to, with distances in Å.
Geometry (Å):
1 C -0.61 0.97 0.25  C2 1.332, H7 1.054, H8 1.149
2 C 0.65 0.62 -0.02  C1 1.332, Cl3 1.705, N4 1.434
3 Cl 1.58 1.15 -1.34  C2 1.705
4 N 1.11 -0.54 0.68  C2 1.434, O5 1.202, O6 1.200
5 O 0.53 -0.85 1.69  N4 1.202
6 O 2.08 -1.13 0.28  N4 1.200
7 H -1.16 1.80 -0.08  C1 1.054
8 H -0.86 0.50 1.27  C1 1.149
9 Cl -1.36 -1.72 -1.05  H10 1.270
10 H -1.97 -0.80 -1.67  Cl9 1.270

Values from the calculation:
2S+1: 1
Frontier orbital gap: 9.652 eV
Charge: 0
HOMO level: -0.38452 hartree
SMILES string: C=C(Cl)[N+](=O)[O-].Cl

Atomic partial charges in e from the Mulliken method, atoms 1 to 6:
1 C -0.85
2 C 0.41
3 Cl -0.13
4 N 1.00
5 O -0.59
6 O -0.56

=====

Pick two: it beats the second-best structure by 52.1 kJ/mol.

=====

one | DFT (ωB97M-V/def2-TZVPD) results for a 2-piece molecular cluster, C2H2Cl2O2 overall.

Each atom is followed by the atoms it is bonded to, with distances in Å.
Geometry (Å):
1 C -1.82 -0.30 -1.68  O3 1.129
2 C -0.17 -0.11 0.62  O4 1.337, Cl5 1.734, Cl6 1.879, H8 1.194
3 O -2.48 -1.09 -2.14  C1 1.129
4 O 0.52 0.29 -0.45  C2 1.337, H7 0.988
5 Cl -1.29 0.93 1.43  C2 1.734
6 Cl -1.02 -1.75 0.25  C2 1.879
7 H 0.02 0.62 -1.24  O4 0.988
8 H 0.52 -0.58 1.47  C2 1.194

Values from the calculation:
2S+1: 3
<S²>: 2.01
Frontier orbital gap (spin up / spin down): 6.237 / 7.365 eV
Charge: 0
HOMO level (spin up / spin down): -0.21244 / -0.43046 hartree

Atomic partial charges in e from the Mulliken method, atoms 1 to 6:
1 C -0.06
2 C 0.14
3 O -0.25
4 O -0.37
5 Cl -0.07
6 Cl -0.08

=====

two | DFT (ωB97M-V/def2-TZVPD) results for one molecule with the formula C2H2Cl2O2.

Each atom is followed by the atoms it is bonded to, with distances in Å.
Geometry (Å):
1 C 0.53 0.26 -0.22  C2 1.495, O4 1.322, H7 1.098
2 C -0.35 0.94 0.78  C1 1.495, Cl5 1.697, Cl6 1.710
3 O 0.15 -1.65 -1.44  O4 1.454, H8 0.963
4 O -0.13 -0.23 -1.25  C1 1.322, O3 1.454
5 Cl 0.39 1.60 2.16  C2 1.697
6 Cl -1.95 1.45 0.49  C2 1.710
7 H 1.37 -0.40 0.03  C1 1.098
8 H 0.00 -1.97 -0.55  O3 0.963

Values from the calculation:
2S+1: 3
<S²>: 2.01
Frontier orbital gap (spin up / spin down): 7.391 / 9.440 eV
Charge: 0
HOMO level (spin up / spin down): -0.24963 / -0.42005 hartree

Atomic partial charges in e from the Mulliken method, atoms 1 to 6:
1 C -0.47
2 C 0.43
3 O -0.33
4 O -0.14
5 Cl -0.15
6 Cl -0.12

=====

Pick two: it beats the second-best structure by 19.7 kJ/mol.

=====

one | DFT (ωB97M-V/def2-TZVPD) results for a 2-piece molecular cluster, C2H10NS overall.

Each atom is followed by the atoms it is bonded to, with distances in Å.
Geometry (Å):
1 C -1.15 -1.07 0.27  N2 1.513, H4 1.086, H5 1.087, H6 1.086
2 N 0.10 -1.09 -0.58  C1 1.513, C3 1.502, H7 1.020, H8 1.020
3 C 0.39 0.22 -1.25  N2 1.502, H9 1.084, H10 1.085, H11 1.087
4 H -1.36 -2.09 0.58  C1 1.086
5 H -0.94 -0.43 1.12  C1 1.087
6 H -1.95 -0.66 -0.32  C1 1.086
7 H 0.04 -1.85 -1.26  N2 1.020
8 H 0.89 -1.32 0.03  N2 1.020
9 H -0.18 0.32 -2.16  C3 1.084
10 H 1.46 0.26 -1.44  C3 1.085
11 H 0.15 0.99 -0.52  C3 1.087
12 S 0.33 2.32 2.15  H13 1.341, H14 1.330
13 H 1.38 1.50 2.29  S12 1.341
14 H 0.85 2.90 1.07  S12 1.330

Values from the calculation:
2S+1: 1
Frontier orbital gap: 9.665 eV
Charge: +1
HOMO level: -0.48942 hartree

Atomic partial charges in e from the Mulliken method, atoms 1 to 6:
1 C -0.73
2 N -0.20
3 C -0.66
4 H 0.34
5 H 0.29
6 H 0.36

=====

two | DFT (ωB97M-V/def2-TZVPD) results for a 2-piece molecular cluster, C2H10NS overall.

Each atom is followed by the atoms it is bonded to, with distances in Å.
Geometry (Å):
1 N -2.23 -1.27 0.98  H2 0.974, H3 1.032, H4 1.021
2 H -1.67 -2.07 1.00  N1 0.974
3 H -3.13 -1.38 0.48  N1 1.032
4 H -2.33 -0.87 1.91  N1 1.021
5 H 0.42 -0.36 1.29  S7 1.505
6 C 0.57 1.89 0.10  S7 1.842, H9 1.069, H10 1.047, H11 1.044
7 S 0.17 0.11 -0.12  H5 1.505, C6 1.842, C8 1.770
8 C 1.47 -0.60 -1.09  S7 1.770, H12 1.089, H13 1.072, H14 1.063
9 H 0.94 2.12 -0.88  C6 1.069
10 H 1.41 2.15 0.67  C6 1.047
11 H -0.37 2.21 0.43  C6 1.044
12 H 1.65 -0.41 -2.14  C8 1.089
13 H 2.38 -0.31 -0.60  C8 1.072
14 H 1.37 -1.65 -1.18  C8 1.063

Values from the calculation:
2S+1: 1
Frontier orbital gap: 9.305 eV
Charge: +1
HOMO level: -0.49704 hartree

Atomic partial charges in e from the Mulliken method, atoms 1 to 6:
1 N -0.68
2 H 0.25
3 H 0.21
4 H 0.24
5 H 0.29
6 C -0.89

=====

Pick one: it beats the second-best structure by 158.2 kJ/mol.

=====

one | DFT (ωB97M-V/def2-TZVPD) results for a 2-piece molecular cluster, C2H10NS overall.

Each atom is followed by the atoms it is bonded to, with distances in Å.
Geometry (Å):
1 N 0.54 0.52 -2.51  H2 1.026, H3 1.030, H4 1.019, H5 1.074
2 H 1.09 1.38 -2.55  N1 1.026
3 H 1.04 -0.21 -3.04  N1 1.030
4 H -0.39 0.71 -2.90  N1 1.019
5 H 0.41 0.21 -1.49  N1 1.074
6 C 0.90 -0.66 1.99  S7 1.802, H9 1.088, H10 1.085, H11 1.089
7 S 0.14 -0.71 0.35  C6 1.802, C8 1.810
8 C -1.45 0.05 0.75  S7 1.810, H12 1.088, H13 1.082, H14 1.090
9 H 0.44 -1.42 2.61  C6 1.088
10 H 1.97 -0.82 1.96  C6 1.085
11 H 0.69 0.32 2.42  C6 1.089
12 H -1.36 1.12 0.94  C8 1.088
13 H -1.87 -0.50 1.58  C8 1.082
14 H -2.15 0.00 -0.09  C8 1.090

Values from the calculation:
2S+1: 1
Frontier orbital gap: 9.078 eV
Charge: +1
HOMO level: -0.47520 hartree

Atomic partial charges in e from the Mulliken method, atoms 1 to 6:
1 N -0.41
2 H 0.39
3 H 0.40
4 H 0.41
5 H 0.03
6 C -0.81

=====

two | DFT (ωB97M-V/def2-TZVPD) results for a 2-piece molecular cluster, C2H10NS overall.

Each atom is followed by the atoms it is bonded to, with distances in Å.
Geometry (Å):
1 N -2.33 -0.05 0.08  H2 1.025, H3 1.023, H4 1.025, H5 1.021
2 H -2.31 0.06 -0.94  N1 1.025
3 H -1.66 0.60 0.50  N1 1.023
4 H -2.03 -1.00 0.32  N1 1.025
5 H -3.29 0.10 0.41  N1 1.021
6 C 1.06 -0.88 0.54  C7 1.513, H9 1.093, H10 1.089, H11 1.092
7 C 1.65 0.25 -0.27  C6 1.513, S8 1.812, H12 1.082, H13 1.081
8 S 0.40 1.52 -0.61  C7 1.812, H14 1.336
9 H 1.82 -1.63 0.76  C6 1.093
10 H 0.69 -0.53 1.50  C6 1.089
11 H 0.26 -1.38 -0.02  C6 1.092
12 H 2.06 -0.10 -1.21  C7 1.082
13 H 2.47 0.73 0.26  C7 1.081
14 H 1.22 2.31 -1.32  S8 1.336

Values from the calculation:
2S+1: 1
Frontier orbital gap: 9.091 eV
Charge: +1
HOMO level: -0.48164 hartree

Atomic partial charges in e from the Mulliken method, atoms 1 to 6:
1 N -0.47
2 H 0.40
3 H 0.28
4 H 0.34
5 H 0.39
6 C -1.18

=====

Pick one: it beats the second-best structure by 14.2 kJ/mol.